C20H20NO12P2Zr as an isolated structure at a distorted geometry, computed with wB97M-V/def2-TZVPD.

Summary:
- HOMO-LUMO gap: 8.16 eV
- E_tot: -66997.4153 eV
- E_HOMO: -0.20411 Ha
- Net charge: -1
- Energy above the lowest of the compared OMol25 structures with the same formula, charge and spin: 64.7 kcal/mol

Last column: Mulliken charge in e.
Positions of all 56 atoms, in Å:
Zr 0.18774 -0.29978 -0.58367  -0.49
O -0.44233 3.55421 0.41347  -0.75
C -0.74860 2.45695 -0.01240  0.06
O -0.49522 1.32092 0.51518  -0.23
C -1.65538 2.37288 -1.28404  -0.01
C -2.63460 1.20347 -1.09394  -0.16
C -3.73679 1.26613 -2.16557  -1.09
C -2.96032 0.81357 -3.41462  -0.97
C -1.55436 0.56714 -2.82806  -0.11
O -1.84896 0.08709 -1.51193  -0.30
C -0.88200 1.92979 -2.55195  -0.07
C 0.68690 1.88262 -2.38129  0.24
O 1.33666 2.42753 -3.25995  -0.78
O 1.15854 1.33383 -1.33625  -0.53
H -2.15664 3.33242 -1.42805  0.50
H -2.98824 1.05424 -0.06864  0.68
H -4.15005 2.26877 -2.26059  0.37
H -4.54567 0.57646 -1.92650  0.35
H -2.94259 1.57056 -4.19524  0.43
H -3.36938 -0.10478 -3.83665  0.33
H -0.94359 -0.15935 -3.37076  0.84
H -1.03736 2.61908 -3.38781  0.64
O 0.38268 -3.93284 -2.46540  -0.55
P 0.41190 -3.19394 -1.03786  0.61
O 0.46889 -4.11637 0.10102  -0.75
O -0.63880 -2.12009 -1.10885  -0.08
O 1.87873 -2.41694 -1.09610  -0.24
P 2.12693 -1.54692 -2.47176  0.78
O 3.21009 -0.51174 -1.80169  -0.52
O 2.77109 -2.32139 -3.53719  -0.84
O 0.84075 -0.80522 -2.68010  -0.20
H 1.08506 -4.58137 -2.50930  0.30
H 3.71085 -0.12893 -2.52163  0.34
N 2.13675 -0.55088 0.71219  -0.31
C 2.22983 0.28605 1.83987  0.50
C 3.26360 1.21061 1.92922  -0.43
C 3.42452 1.97337 3.07277  -0.74
C 2.54417 1.80606 4.12787  -0.75
C 1.49510 0.90952 4.02355  -1.22
C 1.30916 0.11921 2.88929  1.01
C 0.15724 -0.80145 2.76738  0.48
C -0.39659 -1.33398 3.93636  -0.92
C -1.57983 -2.04205 3.90505  -0.68
C -2.24180 -2.18998 2.69848  -0.94
C -1.66765 -1.71163 1.53075  -0.83
C -0.42703 -1.05305 1.49613  1.94
H 2.96643 -0.49954 0.11874  0.38
H 1.91263 -1.51572 0.98022  0.47
H 3.93602 1.32900 1.08802  0.42
H 4.23669 2.68303 3.14438  0.38
H 2.66397 2.38918 5.03131  0.38
H 0.79935 0.83086 4.84482  0.42
H 0.10945 -1.21126 4.88442  0.47
H -1.99520 -2.45777 4.81417  0.36
H -3.19809 -2.69490 2.66809  0.41
H -2.20461 -1.87271 0.59504  0.39



C4H5O3Yb as an isolated structure at a distorted geometry, computed with wB97M-V/def2-TZVPD.

Summary:
- HOMO-LUMO gap (alpha / beta): 4.51 / 4.42 eV
- E_tot: -41898.4252 eV
- E_HOMO (alpha / beta): -0.06278 / -0.06260 Ha
- Net charge: -1
- Energy above the lowest of the compared OMol25 structures with the same formula, charge and spin: 0.0 kcal/mol

Last column: Mulliken charge in e.
Positions of all 13 atoms, in Å:
O -0.14547 1.01754 -0.44223  -0.22
C 1.24372 1.10440 0.06255  -0.69
C 1.45791 -0.00672 1.07677  -0.16
O 0.54113 0.03335 2.14620  -0.79
Yb -1.25904 0.64494 1.48912  0.72
H 1.89904 0.91799 -0.81375  0.13
H 2.50447 0.10139 1.43433  0.36
H 1.40315 -1.01855 0.59683  0.13
O -2.55153 -0.26980 0.21392  -0.72
C -1.89707 -0.62898 -0.88979  0.05
C -0.67663 -0.14100 -1.19996  -0.41
H -2.38906 -1.34230 -1.56762  0.31
H -0.13062 -0.41225 -2.10636  0.29